Here is a molecular structure, CH4AlO9P2 in a non-equilibrium geometry from the OMol25 dataset. Energies are from ωB97M-V with the def2-TZVPD basis set.

electronic energy: -44699.5627 eV
energy above the lowest of the compared OMol25 structures with the same formula, charge and spin: 39.57 kJ/mol
total charge: -3
gap between HOMO and LUMO: 3.7 eV

The geometry in XYZ format:
```
17
Properties=species:S:1:pos:R:3:forces:R:3:lowdin_charge:R:1
Al -0.126 -0.484 -0.520 -2.5 0.1 1.8 0.81
P -2.516 2.067 -0.538 0.5 -1.3 1.4 -0.14
O -1.181 2.057 0.277 0.3 -0.1 -0.7 -0.46
O -2.521 0.697 -1.318 0.7 -0.2 -0.4 -0.39
O -2.612 3.235 -1.508 -0.3 0.0 -0.1 -0.42
O -3.675 1.891 0.464 -0.4 1.1 -0.4 -0.37
P -1.562 -1.909 1.881 -1.5 -0.2 1.7 -0.14
O -2.018 -0.579 1.165 1.0 0.7 -1.3 -0.31
O -1.252 -1.516 3.339 0.5 0.1 -0.5 -0.41
O -0.330 -2.408 1.088 0.4 0.3 -0.9 -0.55
O -2.817 -2.802 1.921 0.8 -0.5 -0.7 -0.43
C 3.505 0.299 -0.936 0.7 0.2 -0.6 -0.21
O 2.728 -0.821 -1.268 -0.5 -0.1 0.1 -0.24
H 2.945 1.201 -1.181 -0.2 -0.1 -0.1 0.07
H 3.794 0.420 0.113 -0.1 -0.5 0.1 0.07
H 4.412 0.278 -1.555 0.2 0.3 0.1 0.06
H 3.225 -1.627 -1.423 0.4 0.1 0.3 0.07
```
Positions in Å, forces in eV/Å.